Below is one molecule with the formula H3OPS2, with properties calculated with the ωB97M-V functional and the def2-TZVPD basis.

## Properties
energy	-1214.77976	hartree
M	114.131	g mol⁻¹
ΔE to the lowest compared entry with this formula, charge and spin	20.3	kcal/mol
strongest force on any atom	0.063	hartree/bohr
LUMO energy	0.2	eV

```
! RIJCOSX wB97M-V def2-TZVPD def2/J DEFGRID3
* xyz 0 1
S 1.64545 -1.26283 0.81625
S -1.69395 -0.59890 -0.28641
P 0.37477 -0.01580 -0.06127
O 0.06665 1.16716 0.90282
H -1.61862 -0.09387 0.95579
H 0.63606 1.92799 0.70299
H 0.62579 0.61090 -1.44562
*
```

Below is H3OPS2 as an isolated structure, with properties calculated with the ωB97M-V functional and the def2-TZVPD basis.

## Properties
energy	-1214.76712	hartree
M	114.131	g mol⁻¹
ΔE to the lowest compared entry with this formula, charge and spin	28.2	kcal/mol
strongest force on any atom	0.085	hartree/bohr
LUMO energy	0.1	eV

```
! RIJCOSX wB97M-V def2-TZVPD def2/J DEFGRID3
* xyz 0 1
S -1.53516 1.01722 -0.26539
S 1.92720 0.78922 0.05804
P 0.22071 -0.05440 0.16014
O -0.03902 -1.29724 -0.93427
H -1.39716 1.83960 0.63260
H 0.70598 -1.55020 -1.41283
H 0.11745 -0.74419 1.76171
*
```

Below is H3ORb as an isolated structure, with properties calculated with the ωB97M-V functional and the def2-TZVPD basis.

## Properties
energy	-101.02056	hartree
M	104.491	g mol⁻¹
strongest force on any atom	0.064	hartree/bohr
LUMO energy	-0.6	eV

```
! RIJCOSX wB97M-V def2-TZVPD def2/J DEFGRID3
* xyz 0 1
Rb -1.34409 1.35988 -0.39254
O 0.88569 -0.53511 0.35815
H -1.27011 -1.38595 -0.34820
H 0.49785 -1.50063 0.08033
H 1.81673 -0.48068 0.12709
*
```

Below is a 2-piece molecular cluster, H3OS2 overall, with properties calculated with the ωB97M-V functional and the def2-TZVPD basis.

## Properties
energy	-873.45662	hartree
M	83.157	g mol⁻¹
ΔE to the lowest compared entry with this formula, charge and spin	6.8	kcal/mol
strongest force on any atom	0.038	hartree/bohr
LUMO energy	3.8	eV

```
! RIJCOSX wB97M-V def2-TZVPD def2/J DEFGRID3
* xyz -1 1
S 0.39174 -0.57354 -1.24476
S 0.31858 1.20262 -0.12826
O -1.29736 -0.97250 2.39297
H -0.98774 -0.86481 1.50151
H -1.72005 -0.19320 2.77044
H 0.90906 -1.36040 -0.28156
*
```

Below is a 2-piece molecular cluster, H3PS overall, with properties calculated with the ωB97M-V functional and the def2-TZVPD basis.

## Properties
energy	-741.20598	hartree
M	66.065	g mol⁻¹
ΔE to the lowest compared entry with this formula, charge and spin	72.0	kcal/mol
strongest force on any atom	0.026	hartree/bohr
LUMO energy (spin up / spin down)	-1.2 / -2.6	eV

```
! RIJCOSX wB97M-V def2-TZVPD def2/J DEFGRID3
* xyz 0 1
S 2.50659 -0.70493 -0.46686
P -2.05057 0.14872 -0.39143
H -1.46495 1.48161 -0.58478
H -1.13605 -0.21519 0.57427
H 2.14498 -0.71021 0.86880
*
```

Below is a 2-piece molecular cluster, H3PS2 overall, with properties calculated with the ωB97M-V functional and the def2-TZVPD basis.

## Properties
energy	-1139.39370	hartree
M	98.132	g mol⁻¹
ΔE to the lowest compared entry with this formula, charge and spin	82.9	kcal/mol
strongest force on any atom	0.030	hartree/bohr
LUMO energy (spin up / spin down)	-0.5 / -2.1	eV

```
! RIJCOSX wB97M-V def2-TZVPD def2/J DEFGRID3
* xyz 0 1
S -0.28586 -0.36628 1.73899
S -1.63315 -0.19898 -1.32030
P 0.01826 -0.05469 -0.39813
H 3.00010 -0.35678 -1.14388
H 0.55519 1.27437 -0.58581
H -1.65453 -0.29764 1.70913
*
```

Below is one molecule with the formula H3PSSi, with properties calculated with the ωB97M-V functional and the def2-TZVPD basis.

## Properties
energy	-1030.70271	hartree
M	94.151	g mol⁻¹
ΔE to the lowest compared entry with this formula, charge and spin	47.2	kcal/mol
strongest force on any atom	0.040	hartree/bohr
LUMO energy (spin up / spin down)	-2.2 / -2.3	eV

```
! RIJCOSX wB97M-V def2-TZVPD def2/J DEFGRID3
* xyz 0 1
S 1.42463 1.05161 -0.19210
P -2.92411 -0.19856 -0.13900
Si -0.45594 -0.27940 -0.20667
H 0.28623 -0.99608 0.91162
H 0.00091 -0.57920 -1.58011
H 1.66829 1.00163 1.20626
*
```

Below is a 2-piece molecular cluster, H3S3 overall, with properties calculated with the ωB97M-V functional and the def2-TZVPD basis.

## Properties
energy	-1196.40047	hartree
M	99.225	g mol⁻¹
ΔE to the lowest compared entry with this formula, charge and spin	2.8	kcal/mol
strongest force on any atom	0.017	hartree/bohr
LUMO energy	3.6	eV

```
! RIJCOSX wB97M-V def2-TZVPD def2/J DEFGRID3
* xyz -1 1
S -1.61342 -0.84751 0.89121
S 1.50196 1.52141 0.30634
S -0.07241 -1.46474 -0.44276
H 2.09605 1.53796 -0.88929
H -2.67527 -1.02916 0.05667
H 0.76308 0.28203 0.07782
*
```

Below is a 20-piece molecular cluster, H40O20 overall, with properties calculated with the ωB97M-V functional and the def2-TZVPD basis.

## Properties
energy	-1528.69069	hartree
M	360.300	g mol⁻¹
ΔE to the lowest compared entry with this formula, charge and spin	35.0	kcal/mol
strongest force on any atom	0.044	hartree/bohr
LUMO energy (spin up / spin down)	2.3 / 2.1	eV

```
! RIJCOSX wB97M-V def2-TZVPD def2/J DEFGRID3
* xyz -1 2
O 1.13056 -3.29398 -2.37119
O 2.17529 -0.29400 -3.57184
O 0.46660 2.70894 -0.76296
O 1.54637 0.19349 3.11532
O -3.65177 -1.11089 -1.05349
O 0.09800 2.56164 1.88502
O -1.95472 1.02065 0.93151
O 3.06038 -2.63410 2.39774
O 2.75109 4.07603 -0.39392
O -1.80332 -1.59779 4.31721
O 2.38986 1.05471 -0.11649
O 2.61138 -2.21457 -0.56219
O -0.98838 0.11561 -1.60143
O -0.83492 -4.78303 2.00553
O 1.34950 5.17857 2.13684
O -3.33755 -2.64619 -3.18017
O -1.98115 3.11015 -0.81319
O 1.11116 3.00358 -3.27457
O -5.11208 -0.58806 0.93009
O 0.31492 -2.82388 0.55507
H 2.58621 3.16801 -0.64635
H 1.51903 1.16673 3.20861
H -5.16990 -1.11382 0.13489
H 1.76696 1.34078 0.55736
H 0.42930 1.83603 -1.14313
H 0.99400 -2.44374 -2.79176
H 2.54924 0.46292 -3.08364
H 2.95755 -3.60864 2.43328
H 1.47017 -0.12563 4.00750
H -2.42165 3.87771 -1.17418
H -0.61829 0.48507 -2.44556
H -4.16403 -0.37384 0.89725
H 1.59460 5.54695 1.29196
H -2.44572 -2.29088 4.31543
H -2.90660 -1.40561 -0.51522
H 0.69401 5.77275 2.49638
H 2.83590 -3.04451 -0.07909
H 2.70288 -2.29138 -1.51648
H 0.55732 -1.96824 0.95077
H -0.13253 0.03911 -1.12472
H -1.07849 -1.65762 3.71153
H -0.24174 1.68433 2.04142
H -2.03173 1.45554 0.07358
H -2.89493 -3.19757 -2.49182
H -0.52337 3.16298 2.30887
H 2.73740 -0.49645 -4.31118
H 0.38813 -3.18967 -1.73142
H 1.11543 -3.29451 0.84127
H 0.13123 2.50715 0.15844
H 1.95103 2.94963 -3.74869
H 1.37559 3.24212 -2.37583
H -1.63336 -4.88837 1.40836
H -2.12741 2.30447 -1.29917
H 3.99310 -2.36716 2.52552
H -4.01252 -3.23110 -3.51289
H -1.84846 0.08894 0.74382
H 2.50908 0.10896 0.03266
H -3.62959 -1.22844 -2.00868
H -0.19543 -4.40064 1.40174
H 1.87637 4.38077 -0.11370
*
```

Below is a 20-piece molecular cluster, H41O20 overall, with properties calculated with the ωB97M-V functional and the def2-TZVPD basis.

## Properties
energy	-1529.16938	hartree
M	361.308	g mol⁻¹
ΔE to the lowest compared entry with this formula, charge and spin	23.2	kcal/mol
strongest force on any atom	0.043	hartree/bohr
LUMO energy	-2.5	eV

```
! RIJCOSX wB97M-V def2-TZVPD def2/J DEFGRID3
* xyz 1 1
O -1.06333 1.70827 -3.23166
O -3.10075 -1.52066 1.10323
O -1.06060 2.74242 -0.13198
O 1.86063 -2.04451 -3.17652
O -2.74384 3.67933 1.86627
O 2.27734 3.00866 1.78120
O -1.37737 -4.20006 0.46187
O -2.40215 -0.51010 -3.96689
O -3.03992 -2.90719 -0.94785
O 3.49650 0.05079 -2.16260
O -1.11378 -1.91205 -2.17522
O 1.57496 1.64946 -3.73417
O -0.40646 1.39812 4.56565
O -0.34994 -3.24622 2.88640
O -1.42528 -0.34494 2.83578
O 4.03400 1.06987 1.27016
O -1.40354 0.17537 -0.41356
O 2.58983 -0.11663 3.04548
O 1.00908 0.98311 -1.23662
O 2.38889 -0.92233 0.18482
H -3.35376 -0.55680 -3.79987
H -0.96195 -1.19598 -1.53595
H -1.73298 -1.45601 -2.88947
H -0.98140 2.60342 -2.89270
H 0.15601 -3.74533 3.53024
H 2.87606 -0.35329 0.79353
H 0.07805 -2.33716 2.76447
H 3.15526 0.49243 2.50877
H -2.84979 -2.84800 0.09200
H 3.06324 -0.32915 -1.36003
H -0.64187 0.78423 -0.42334
H -1.83973 3.01121 -0.61652
H -2.92237 -0.91576 0.37900
H 1.53450 0.68613 -3.85246
H 3.63413 1.97404 1.38165
H 1.95101 -0.33095 -0.45812
H 4.91065 1.16111 0.85153
H 4.00707 -0.66972 -2.52599
H -1.29383 3.09741 0.73503
H 2.93527 -0.98568 2.85645
H 2.49239 1.92245 -3.69447
H 1.73278 3.81237 1.84955
H -3.01027 -3.88282 -1.05227
H -0.72212 -4.90051 0.56766
H -1.18132 1.56866 5.09964
H -2.18467 -2.46658 -1.45259
H -2.13843 0.42007 -3.78442
H -2.69429 -1.26547 1.93627
H -0.22247 1.47813 -3.67342
H -1.98281 0.68535 -0.98590
H -3.63476 4.03415 1.73766
H 2.01525 -2.18644 -2.23338
H -1.43943 -3.84863 1.37066
H 0.15496 0.75814 5.04758
H -1.03422 0.36773 3.37224
H 2.26653 2.62502 2.67215
H 1.62964 1.30051 -1.91637
H -2.46373 3.87533 2.78696
H 0.87718 1.73007 -0.61881
H -0.97194 -0.33831 1.98692
H 1.04389 -2.51607 -3.37762
*
```